A structure of composition C16H31AuI2OSSi2. Source: the Open Molecules 2025 dataset; level of theory: ωB97M-V/def2-TZVPD.

LUMO energy	-0.343	Ha
2S+1	1
Kohn-Sham gap	0.20609	hartree
ΔE to the lowest compared entry with this formula, charge and spin	0.1164	eV
calculated total energy	-65610.6310	eV
net charge	+2
HOMO level	-14.933	eV

Last column: natural (NBO) charge in e.
Positions of all 54 atoms, in Å:
Au  0.125  -1.660  0.691  0.96
I  0.485  -4.205  1.980  0.37
C  -1.159  -3.715  3.240  -0.72
I  -1.693  -1.668  3.068  0.27
H  -0.855  -3.904  4.263  0.26
H  -2.003  -4.324  2.943  0.26
C  2.057  -2.496  -3.672  -1.09
Si  2.140  -1.926  -1.901  1.62
C  2.969  -0.299  -1.641  -1.14
C  2.908  -3.240  -0.810  -1.12
C  0.286  -1.913  -1.401  -0.92
Si  -1.039  -0.674  -2.021  1.60
C  -2.531  -0.952  -0.919  -1.13
C  -1.365  -1.252  -3.755  -1.08
C  -0.464  1.074  -1.880  -1.14
H  3.049  -2.876  -3.931  0.27
H  1.817  -1.675  -4.349  0.26
H  1.336  -3.301  -3.826  0.25
H  4.048  -0.422  -1.770  0.27
H  2.785  0.066  -0.629  0.26
H  2.637  0.458  -2.354  0.25
H  3.903  -3.492  -1.189  0.28
H  2.308  -4.155  -0.812  0.23
H  3.036  -2.882  0.217  0.24
H  -0.101  -2.939  -1.502  0.23
H  -2.790  -2.012  -0.847  0.25
H  -3.393  -0.429  -1.346  0.28
H  -2.387  -0.549  0.090  0.23
H  -1.500  -2.333  -3.824  0.26
H  -0.572  -0.952  -4.442  0.26
H  -2.298  -0.771  -4.068  0.28
H  -0.227  1.328  -0.842  0.24
H  -1.258  1.746  -2.219  0.27
H  0.417  1.273  -2.494  0.26
C  -3.393  4.488  1.820  -0.65
C  -2.198  3.589  1.986  0.05
C  -1.163  3.586  1.051  -0.19
C  -0.062  2.760  1.201  -0.22
C  0.016  1.938  2.318  -0.26
C  -0.993  1.934  3.277  -0.22
C  -2.093  2.757  3.102  -0.20
S  1.332  0.793  2.527  1.25
C  2.753  1.846  2.369  -0.80
O  1.426  -0.024  1.207  -1.07
H  -3.433  4.932  0.828  0.23
H  -3.355  5.300  2.549  0.25
H  -4.319  3.942  2.002  0.24
H  -1.216  4.251  0.197  0.24
H  0.726  2.764  0.456  0.23
H  -0.896  1.328  4.172  0.23
H  -2.881  2.768  3.847  0.24
H  2.734  2.332  1.395  0.25
H  3.632  1.212  2.470  0.27
H  2.713  2.574  3.179  0.27



A structure of composition C16H21N5O3S at a distorted geometry. Source: the Open Molecules 2025 dataset; level of theory: ωB97M-V/def2-TZVPD.

LUMO energy	0.006	Ha
2S+1	1
Kohn-Sham gap	0.30492	hartree
ΔE to the lowest compared entry with this formula, charge and spin	19.5851	eV
calculated total energy	-41344.1444	eV
net charge	0
HOMO level	-8.123	eV

Last column: natural (NBO) charge in e.
Positions of all 46 atoms, in Å:
C  -7.038  -0.564  0.010  -0.25
H  -7.026  -1.008  0.922  0.19
O  -5.836  0.409  -0.186  -0.47
C  -4.695  -0.203  0.037  0.32
C  -4.423  -1.664  0.219  -0.30
C  -3.194  -1.971  0.642  -0.24
C  -2.211  -1.080  0.665  0.11
C  -2.416  0.395  0.047  -0.28
C  -3.754  0.801  -0.136  0.27
O  -4.042  1.991  -0.365  -0.49
C  -3.147  3.230  -0.444  -0.13
H  -2.641  3.248  0.373  0.17
H  -2.363  2.629  -1.385  0.17
H  -3.601  4.040  -0.653  0.18
H  -1.595  1.060  -0.055  0.21
N  -0.878  -1.405  0.857  -0.17
C  0.340  -0.869  1.212  0.25
N  1.255  -1.629  1.332  -0.30
N  0.895  -2.637  0.825  -0.07
N  -0.461  -2.607  0.699  -0.11
S  0.371  0.974  1.461  0.10
C  1.789  1.062  2.745  -0.46
H  1.786  0.289  3.386  0.22
H  1.837  1.979  3.278  0.23
C  3.265  0.956  1.670  0.69
O  4.347  0.863  2.589  -0.74
N  3.270  0.424  0.584  -0.60
H  2.415  0.664  0.076  0.41
C  4.355  0.178  -0.052  -0.06
C  4.316  -1.267  -0.605  -0.41
H  3.637  -1.700  -0.081  0.21
H  5.226  -1.737  -0.833  0.21
C  3.770  -1.026  -2.073  -0.39
H  3.859  -2.086  -2.722  0.21
H  2.638  -0.905  -2.064  0.18
C  4.564  0.337  -2.582  -0.37
H  5.553  -0.179  -3.075  0.20
H  4.053  0.616  -3.221  0.17
C  4.579  1.134  -1.406  -0.41
H  3.669  1.945  -1.367  0.20
H  5.614  1.566  -1.246  0.24
H  5.134  0.388  0.768  0.27
H  -3.003  -2.951  0.861  0.24
H  -5.280  -2.364  0.477  0.23
H  -7.121  -1.306  -0.887  0.19
H  -7.812  -0.022  -0.298  0.20